The following is a DFT calculation (ωB97M-V with the def2-TZVPD basis set) of a cluster of 2 separate species, C3H5I3Si in total in a non-equilibrium geometry.

Computed properties:
Max |F| ... 5.54 eV/A
HOMO (alpha / beta) ... -8.2 / -8.4 eV
2S+1 ... 1

Bonds (Å) are listed after each position.
Cartesian coordinates (Å):
1 C -1.148 -1.165 -0.494  C2 1.512, C3 1.500, H8 1.112, H9 1.106
2 C -1.521 0.280 -0.737  C1 1.512, C3 1.407, H10 1.118, H11 1.121
3 C -0.168 -0.087 -0.855  C1 1.500, C2 1.407, H12 0.992
4 Si 1.785 0.594 1.146  I5 2.488, I6 2.564, I7 2.549
5 I 2.252 3.037 1.221  Si4 2.488
6 I 1.385 -0.312 3.510  Si4 2.564
7 I 3.658 -0.793 0.115  Si4 2.549
8 H -1.256 -1.359 0.596  C1 1.112
9 H -1.359 -1.770 -1.395  C1 1.106
10 H -2.068 0.787 -1.570  C2 1.118
11 H -2.047 0.865 0.062  C2 1.121
12 H 0.489 -0.077 -1.598  C3 0.992

The following is a DFT calculation (ωB97M-V with the def2-TZVPD basis set) of a cluster of 2 separate species, C3H5IN2 in total in a non-equilibrium geometry.

Computed properties:
Max |F| ... 3.90 eV/A
HOMO ... -9.1 eV
2S+1 ... 1
Structure (SMILES) ... C=CC#N.NI

Bonds (Å) are listed after each position.
Cartesian coordinates (Å):
1 C -1.121 -1.007 -1.209  C3 1.424, N4 1.156
2 C -1.778 1.022 -0.062  C3 1.274, H8 1.048, H9 1.075
3 C -1.229 -0.127 -0.095  C1 1.424, C2 1.274, H10 1.050
4 N -1.063 -1.663 -2.159  C1 1.156
5 N 2.204 0.164 0.659  I6 2.034, H7 1.060, H11 0.980
6 I 2.816 -1.272 1.962  N5 2.034
7 H 1.783 -0.154 -0.260  N5 1.060
8 H -1.834 1.379 0.922  C2 1.048
9 H -1.988 1.496 -1.004  C2 1.075
10 H -0.777 -0.569 0.743  C3 1.050
11 H 2.987 0.731 0.502  N5 0.980

The following is a DFT calculation (ωB97M-V with the def2-TZVPD basis set) of an isolated molecule of C3H5IN2S in a non-equilibrium geometry.

Computed properties:
Max |F| ... 5.18 eV/A
HOMO (alpha / beta) ... -8.1 / -8.1 eV
2S+1 ... 1

Bonds (Å) are listed after each position.
Cartesian coordinates (Å):
1 C -1.191 -0.852 -0.312  C2 1.317, N4 1.326, H8 1.210
2 C -2.491 -1.060 -0.336  C1 1.317, I7 2.093, H9 1.089
3 C 2.092 1.250 0.265  N5 1.412, H10 1.110, H11 1.166, H12 1.123
4 N -0.217 -1.749 -0.235  C1 1.326, S6 1.577
5 N 1.091 0.269 0.096  C3 1.412, S6 1.517
6 S 1.258 -1.234 -0.020  N4 1.577, N5 1.517
7 I -3.763 0.551 0.072  C2 2.093
8 H -0.841 0.295 -0.151  C1 1.210
9 H -2.890 -2.065 -0.200  C2 1.089
10 H 3.117 0.830 0.341  C3 1.110
11 H 2.174 1.958 -0.659  C3 1.166
12 H 1.661 1.806 1.140  C3 1.123

The following is a DFT calculation (ωB97M-V with the def2-TZVPD basis set) of an isolated molecule of C3H5IN4O2 in a non-equilibrium geometry.

Computed properties:
Max |F| ... 4.47 eV/A
HOMO (alpha / beta) ... -8.7 / -8.7 eV
2S+1 ... 1

Bonds (Å) are listed after each position.
Cartesian coordinates (Å):
1 C 0.075 -1.063 1.105  N4 1.263, N5 1.417, H11 1.073
2 C -0.688 0.205 -0.761  N5 1.386, I10 2.125, H12 1.077
3 C 2.132 1.078 -0.594  N6 1.419, H13 1.090, H14 1.097, H15 1.092
4 N 1.220 -0.659 0.754  C1 1.263, N6 1.291
5 N -1.002 -0.654 0.281  C1 1.417, C2 1.386, N7 1.374
6 N 1.330 -0.075 -0.391  C3 1.419, N4 1.291
7 N -2.294 -1.019 0.572  N5 1.374, O8 1.201, O9 1.203
8 O -2.450 -1.764 1.500  N7 1.201
9 O -3.130 -0.573 -0.170  N7 1.203
10 I -1.247 2.238 -0.496  C2 2.125
11 H -0.146 -1.690 1.947  C1 1.073
12 H -0.865 -0.143 -1.765  C2 1.077
13 H 2.177 1.277 -1.665  C3 1.090
14 H 1.747 1.968 -0.082  C3 1.097
15 H 3.142 0.874 -0.234  C3 1.092

Energy relative to the best compared isomer or geometry (same formula, charge and spin) values (in kcal/mol) by entry order: 87.46 25.00 45.21 23.77.